P:
Molecular formula: C7H11N
Method: DFT, wB97M-V/def2-TZVPD

```
19
Properties=species:S:1:pos:R:3
C -2.278 -0.410 -0.165
C -0.975 0.008 -0.109
C 0.036 -0.269 0.981
C 0.964 0.171 -0.140
C 2.227 -0.600 -0.079
C 0.696 1.603 -0.366
C -0.560 1.649 -0.141
H -2.666 -0.670 -1.278
H -2.995 -0.064 0.639
H -2.250 -1.472 0.073
H -0.218 0.711 1.531
H -0.013 -1.407 1.381
H 3.103 0.416 0.082
H 2.004 -1.378 1.172
H 2.567 -1.335 -1.313
H 0.120 -1.495 -1.007
H 1.372 2.522 -0.004
H -1.185 2.437 -0.045
N 0.050 -0.416 -1.212
```

Results
- Kohn-Sham gap: 10.04 eV

Atom charges from the Mulliken analysis, given in e for atoms 1 to 4: atom 1 (C): -1.50, atom 2 (C): 0.66, atom 3 (C): -0.54, atom 4 (C): 0.89

Q:
Molecular formula: C7H11N
Method: DFT, wB97M-V/def2-TZVPD

```
19
Properties=species:S:1:pos:R:3
H -1.821 0.780 2.923
N -1.244 1.120 2.157
C -1.062 0.278 1.215
C -0.585 0.739 -0.128
C -0.763 1.991 -0.560
C 0.166 -0.315 -0.792
C -0.167 -0.646 -2.213
C 0.827 -1.153 0.049
C 1.706 -0.746 1.193
H -1.473 -0.741 1.247
H -0.452 2.305 -1.544
H -1.252 2.710 0.076
H 0.508 -1.406 -2.605
H -1.186 -1.028 -2.284
H -0.096 0.239 -2.844
H 1.085 -2.136 -0.340
H 1.573 -1.452 2.015
H 2.757 -0.803 0.905
H 1.479 0.263 1.529
```

Results
- Kohn-Sham gap: 8.83 eV
- Structure (SMILES): [H]/N=C/C(=C)/C(C)=C\C

Atom charges from the Mulliken analysis, given in e for atoms 1 to 4: atom 1 (H): 0.24, atom 2 (N): -0.63, atom 3 (C): -0.37, atom 4 (C): 0.50

Result of the stability comparison: Q is the most stable of them.

P:
Molecular formula: C3H5FO
Method: DFT, wB97M-V/def2-TZVPD

```
10
Properties=species:S:1:pos:R:3
C 0.907 0.687 0.110
C 0.049 -0.477 -0.244
F 0.450 -1.671 0.316
C -1.332 -0.281 0.080
O -1.895 0.852 0.241
H 1.800 0.490 -0.504
H 1.200 0.692 1.218
H 0.463 1.608 -0.158
H 0.209 -0.666 -1.389
H -1.851 -1.234 0.329
```

Results
- Kohn-Sham gap: 10.74 eV
- Structure (SMILES): C[C@@H](F)C=O

Atom charges from the Mulliken analysis, given in e for atoms 1 to 4: atom 1 (C): -1.03, atom 2 (C): 0.46, atom 3 (F): -0.30, atom 4 (C): -0.01

Q:
Molecular formula: C3H5FO
Method: DFT, wB97M-V/def2-TZVPD

```
10
Properties=species:S:1:pos:R:3
F -0.537 1.939 -0.277
C -0.130 0.706 -0.823
C -0.260 -0.328 0.277
C 0.099 -1.686 0.124
O 0.924 -0.794 0.858
H -0.722 0.359 -1.400
H 0.917 0.784 -1.259
H -0.967 -0.174 1.105
H 0.590 -1.968 -0.829
H -0.621 -2.247 0.543
```

Results
- Kohn-Sham gap: 11.61 eV
- Structure (SMILES): FC[C@H]1CO1

Atom charges from the Mulliken analysis, given in e for atoms 1 to 4: atom 1 (F): -0.29, atom 2 (C): -0.47, atom 3 (C): 0.13, atom 4 (C): -0.59

Result of the stability comparison: P is the most stable of them.

P:
Molecular formula: C3H5FO
Method: DFT, wB97M-V/def2-TZVPD

```
10
Properties=species:S:1:pos:R:3
C 1.550 0.928 0.265
C 0.513 0.153 0.061
F 0.524 -0.670 -1.052
C -0.692 -0.107 0.839
O -1.745 -0.140 -0.054
H 2.377 0.964 -0.426
H 1.778 1.530 1.166
H -0.600 -1.066 1.321
H -1.009 0.705 1.492
H -1.528 -0.822 -0.636
```

Results
- Kohn-Sham gap: 11.03 eV
- Structure (SMILES): C=C(F)CO

Atom charges from the Mulliken analysis, given in e for atoms 1 to 4: atom 1 (C): -0.79, atom 2 (C): 0.57, atom 3 (F): -0.29, atom 4 (C): -0.29

Q:
Molecular formula: C3H5FO
Method: DFT, wB97M-V/def2-TZVPD

```
10
Properties=species:S:1:pos:R:3
C 1.056 0.498 0.620
C 0.310 -0.636 0.020
O 0.680 -1.768 -0.071
C -1.177 -0.240 -0.648
F -1.616 0.941 -0.115
H 2.090 0.198 0.776
H 1.000 1.374 -0.025
H 0.600 0.760 1.575
H -1.900 -1.020 -0.411
H -1.043 -0.108 -1.722
```

Results
- Kohn-Sham gap: 10.71 eV
- Structure (SMILES): CC(=O)CF

Atom charges from the Mulliken analysis, given in e for atoms 1 to 4: atom 1 (C): -0.99, atom 2 (C): 0.59, atom 3 (O): -0.51, atom 4 (C): -0.21

R:
Molecular formula: C3H5FO
Method: DFT, wB97M-V/def2-TZVPD

```
10
Properties=species:S:1:pos:R:3
C -2.147 -0.136 -0.250
O -1.001 -0.811 0.228
C 0.102 -0.080 0.496
C 1.130 0.006 -0.350
F 2.151 0.816 -0.054
H -2.830 0.124 0.718
H -2.784 -0.735 -0.937
H -1.867 0.912 -0.628
H 0.206 0.560 1.376
H 1.413 -0.455 -1.251
```

Results
- Kohn-Sham gap: 10.51 eV
- Structure (SMILES): CO/C=C/F

Atom charges from the Mulliken analysis, given in e for atoms 1 to 4: atom 1 (C): -0.57, atom 2 (O): -0.33, atom 3 (C): -0.33, atom 4 (C): 0.02

Result of the stability comparison: Q is the most stable of them.

P:
Molecular formula: C3H11N2
Method: DFT, wB97M-V/def2-TZVPD

```
16
Properties=species:S:1:pos:R:3
C 0.890 1.852 1.490
C 0.567 0.631 0.668
N 1.423 0.590 -0.522
H 0.710 2.792 0.964
H 0.387 1.879 2.453
H 1.969 1.871 1.652
H 0.783 -0.293 1.221
H -0.521 0.587 0.475
H 1.391 -0.288 -1.024
H 1.246 1.355 -1.162
C -1.909 -2.257 -1.260
N -1.025 -1.429 -0.872
H -2.429 -2.077 -2.190
H -2.114 -3.101 -0.615
H -0.542 -1.592 0.009
H -0.827 -0.520 -1.288
```

Results
- Kohn-Sham gap: 7.38 eV
- Total charge: +1

Atom charges from the Mulliken analysis, given in e for atoms 1 to 4: atom 1 (C): -1.32, atom 2 (C): -0.09, atom 3 (N): -0.58, atom 4 (H): 0.34

Q:
Molecular formula: C3H11N2
Method: DFT, wB97M-V/def2-TZVPD

```
16
Properties=species:S:1:pos:R:3
N 0.079 1.872 0.260
C -0.904 0.982 -0.397
C -0.204 -0.220 -1.047
C 0.936 -0.742 -0.186
N 0.329 -1.457 1.022
H 0.153 2.737 -0.229
H -0.128 2.071 1.231
H -1.417 1.646 -1.095
H -1.689 0.621 0.249
H -0.868 -1.066 -1.245
H 0.319 -0.004 -1.972
H 1.606 0.019 0.180
H 1.469 -1.524 -0.709
H -0.652 -1.522 0.747
H 0.643 -2.403 1.253
H 0.327 -1.010 1.940
```

Results
- Kohn-Sham gap: 9.81 eV
- Structure (SMILES): NCCC[NH3+]
- Total charge: +1

Atom charges from the Mulliken analysis, given in e for atoms 1 to 4: atom 1 (N): -0.49, atom 2 (C): -0.51, atom 3 (C): -0.82, atom 4 (C): -0.65

Result of the stability comparison: Q is the most stable of them.

P:
Molecular formula: C3H11N2
Method: DFT, wB97M-V/def2-TZVPD

```
16
Properties=species:S:1:pos:R:3
C 2.671 0.209 -0.159
N 1.689 0.685 0.503
H 3.689 0.373 0.185
H 2.535 -0.260 -1.124
H 0.028 0.553 0.416
H 2.016 0.805 1.467
C -1.441 -0.654 1.078
N -0.968 0.369 0.071
C -0.994 -0.076 -1.354
H -0.874 -1.562 0.896
H -2.481 -0.877 0.830
H -1.323 -0.317 2.105
H -1.567 1.187 0.137
H -0.320 -0.931 -1.459
H -2.039 -0.239 -1.613
H -0.620 0.731 -1.981
```

Results
- Kohn-Sham gap: 11.93 eV
- Total charge: +1

Atom charges from the Mulliken analysis, given in e for atoms 1 to 4: atom 1 (C): -0.22, atom 2 (N): -0.52, atom 3 (H): 0.25, atom 4 (H): 0.23

Q:
Molecular formula: C3H11N2
Method: DFT, wB97M-V/def2-TZVPD

```
16
Properties=species:S:1:pos:R:3
C 1.071 -1.098 -1.935
N -0.076 -1.451 -1.057
H 1.628 -1.990 -2.194
H 0.721 -0.595 -2.807
H 1.716 -0.401 -1.422
H 0.223 -2.111 -0.339
H -0.812 -1.893 -1.601
H -0.475 -0.591 -0.523
C 0.167 0.684 2.232
C -0.155 1.434 1.195
N -0.958 0.879 0.128
H -0.184 -0.343 2.295
H 0.721 1.019 3.094
H 0.177 2.451 1.044
H -1.074 1.526 -0.643
H -1.899 0.687 0.465
```

Results
- Kohn-Sham gap: 10.04 eV
- Total charge: +1

Atom charges from the Mulliken analysis, given in e for atoms 1 to 4: atom 1 (C): -0.82, atom 2 (N): -0.18, atom 3 (H): 0.36, atom 4 (H): 0.34

Result of the stability comparison: Q is the most stable of them.